This record from the OMol25 dataset describes a cluster of 8 separate species, C48H144N24O8P8 in total. The level of theory is the ωB97M-V functional and the def2-TZVPD basis.

Summary:
Relative energy (zero: lowest compared OMol25 entry of this formula, charge and spin) (kcal per mole): 248.30
LUMO (Ha): 0.01129
SMILES: CN(C)P(=O)(N(C)C)N(C)C.CN(C)P(=O)(N(C)C)N(C)C.CN(C)P(=O)(N(C)C)N(C)C.CN(C)P(=O)(N(C)C)N(C)C.CN(C)P(=O)(N(C)C)N(C)C.CN(C)P(=O)(N(C)C)N(C)C.CN(C)P(=O)(N(C)C)N(C)C.CN(C)P(=O)(N(C)C)N(C)C
Orbital gap (eV): 8.40

Element x y z (Å)
C  3.150894  2.187735  2.865868
N  2.297644  1.222825  2.269148
C  1.770004  0.258225  3.210018
P  1.676134  1.390235  0.673208
O  1.807344  2.770695  0.115178
N  2.625714  0.098075  -0.114392
C  3.166624  0.374205  -1.482542
C  2.960354  -1.196605  0.436468
N  0.047124  0.856805  0.735258
C  -0.935156  1.815285  1.384148
C  -0.588746  0.170765  -0.402032
H  3.484234  1.991365  3.884898
H  2.594234  3.115625  2.997178
H  4.044744  2.472735  2.310978
H  1.736344  -0.758655  2.818978
H  0.782674  0.632225  3.480938
H  2.323804  0.115475  4.137938
H  2.691464  -0.274805  -2.218142
H  2.973644  1.405345  -1.778512
H  4.193394  0.029985  -1.606452
H  3.072684  -1.908725  -0.381072
H  3.965414  -1.311855  0.842268
H  2.217624  -1.576925  1.137758
H  -1.081596  1.497075  2.416328
H  -0.554926  2.826685  1.527638
H  -1.885056  1.764245  0.852008
H  -0.305386  -0.871195  -0.550782
H  -0.161546  0.684225  -1.263402
H  -1.669236  0.208775  -0.263462
C  -2.178596  -1.182375  -5.091852
N  -3.391246  -1.846095  -4.594942
C  -3.634216  -1.650475  -3.176712
P  -4.474556  -2.745795  -5.547432
O  -3.870216  -3.004495  -6.884002
N  -4.902506  -4.187225  -4.609592
C  -5.514206  -4.274675  -3.280792
C  -4.837896  -5.514615  -5.185652
N  -5.872216  -1.804125  -5.689542
C  -6.999716  -2.362285  -6.392122
C  -5.937626  -0.283655  -5.535782
H  -1.745176  -1.664005  -5.968362
H  -1.433176  -1.128465  -4.298412
H  -2.438826  -0.172355  -5.408462
H  -3.498736  -2.572535  -2.611422
H  -4.676576  -1.337495  -3.116382
H  -2.990526  -0.908785  -2.703782
H  -6.198056  -5.090355  -3.046012
H  -4.742896  -4.389805  -2.519272
H  -6.028246  -3.391525  -2.901452
H  -4.274436  -5.497355  -6.118562
H  -4.269936  -6.245155  -4.609602
H  -5.837056  -5.879495  -5.423642
H  -6.595176  -2.721235  -7.338482
H  -7.521836  -3.231395  -5.991972
H  -7.750966  -1.626595  -6.679332
H  -6.427546  0.172075  -6.396232
H  -4.924476  0.117755  -5.513602
H  -6.492516  -0.068775  -4.622522
C  3.872034  -5.852425  -6.726102
N  3.683034  -4.325735  -6.781642
C  4.768574  -3.715545  -7.533032
P  3.259394  -3.622595  -5.310232
O  4.266404  -3.765435  -4.225992
N  2.720364  -2.052375  -5.740892
C  1.593004  -1.939175  -6.660392
C  2.932004  -1.005075  -4.723872
N  1.776474  -4.476145  -4.819092
C  0.765744  -4.973065  -5.755942
C  1.631984  -4.934975  -3.419102
H  2.991184  -6.431745  -6.449352
H  4.632734  -5.909375  -5.947522
H  4.251514  -6.222035  -7.678722
H  5.713934  -3.902555  -7.023702
H  4.569574  -2.646385  -7.459452
H  4.866894  -4.023925  -8.573872
H  0.665084  -2.171635  -6.137872
H  1.442944  -0.863495  -6.752502
H  1.660124  -2.492085  -7.597342
H  2.180174  -1.113615  -3.942172
H  3.915444  -1.074185  -4.258942
H  2.902124  -0.001995  -5.149372
H  -0.176366  -4.559685  -5.395902
H  0.797624  -4.635295  -6.791792
H  0.803864  -6.059155  -5.839942
H  2.245244  -4.373815  -2.714042
H  1.988454  -5.965035  -3.417382
H  0.584644  -4.995815  -3.123322
C  6.180004  7.932385  2.484438
N  5.370054  6.966355  1.747588
C  5.413964  5.540195  2.169028
P  4.685844  7.530725  0.163928
O  3.987604  8.850725  0.104668
N  6.028284  7.416955  -0.926892
C  7.075494  6.376175  -0.878002
C  6.097394  8.259645  -2.140722
N  3.633564  6.242705  -0.340402
C  2.411284  6.086115  0.473088
C  3.946914  5.438175  -1.604712
H  5.989604  8.963055  2.185168
H  7.230344  7.651815  2.406008
H  5.869934  7.771605  3.516958
H  4.537374  5.026905  1.773768
H  5.539674  5.375815  3.239198
H  6.088154  4.900825  1.599138
H  6.734614  5.411995  -0.500822
H  7.409164  6.367485  -1.915642
H  7.818004  6.886585  -0.264602
H  5.128754  8.366975  -2.628912
H  6.388454  9.260595  -1.822182
H  6.716714  7.962495  -2.987042
H  1.533874  6.615925  0.102208
H  2.040594  5.061235  0.455358
H  2.568024  6.433425  1.494308
H  3.947504  6.069425  -2.493322
H  3.330774  4.550785  -1.749662
H  4.983014  5.102675  -1.649752
C  -9.184896  -0.191165  -1.056152
N  -7.826646  -0.747325  -1.101302
C  -7.652166  -1.883485  -1.945062
P  -6.402336  -0.078695  -0.261762
O  -5.494766  -1.238005  -0.072372
N  -5.794276  1.363155  -1.064062
C  -5.977216  1.451965  -2.428752
C  -4.587526  1.972715  -0.599692
N  -6.919236  0.624405  1.307438
C  -6.369956  0.129795  2.550438
C  -7.756136  1.792305  1.339698
H  -9.684736  -0.301895  -2.018432
H  -9.287756  0.865075  -0.807412
H  -9.860306  -0.772055  -0.428072
H  -8.580416  -2.440885  -2.070572
H  -6.868356  -2.528895  -1.548602
H  -7.261796  -1.768055  -2.956192
H  -5.262786  0.773145  -2.894462
H  -7.039436  1.301275  -2.621302
H  -5.844856  2.479905  -2.766262
H  -4.341416  2.978395  -0.940482
H  -4.763486  2.100105  0.468438
H  -3.759416  1.266315  -0.657312
H  -6.341986  0.935735  3.283778
H  -7.132816  -0.434805  3.086508
H  -5.379246  -0.322945  2.510238
H  -7.317956  2.586715  1.943868
H  -8.741686  1.722445  1.800048
H  -7.802436  2.313875  0.383708
C  0.225114  -3.927685  4.271358
N  0.453534  -3.564765  5.714438
C  1.260984  -2.357535  5.747938
P  -0.174586  -4.386895  7.097018
O  0.733554  -4.241265  8.310608
N  -1.743426  -3.795595  7.422728
C  -2.467486  -2.921595  6.494568
C  -2.044716  -3.489475  8.857078
N  -0.409806  -5.946665  6.572218
C  0.641874  -6.931375  6.860978
C  -1.473346  -6.504035  5.698638
H  -0.768446  -4.286365  4.002498
H  0.930064  -4.705705  3.978378
H  0.444544  -3.109725  3.585148
H  1.491344  -1.932665  6.724938
H  0.610594  -1.616555  5.283138
H  2.274574  -2.441775  5.355978
H  -2.097286  -1.904215  6.620998
H  -2.485646  -3.073035  5.415298
H  -3.519526  -2.857325  6.772358
H  -1.542936  -4.220825  9.490678
H  -1.689896  -2.479315  9.061478
H  -3.113746  -3.292205  8.777378
H  0.375464  -7.848555  7.386248
H  0.976694  -7.238785  5.870278
H  1.487334  -6.468915  7.370328
H  -1.652086  -7.552985  5.934948
H  -1.157726  -6.524815  4.655538
H  -2.299666  -5.798075  5.781838
C  5.484104  -4.919775  0.156928
N  6.021884  -3.550175  0.075028
C  5.945414  -3.050985  -1.313642
P  7.078974  -2.874455  1.302728
O  8.029674  -1.982185  0.654238
N  6.045554  -2.190905  2.526218
C  6.322904  -0.905245  3.106838
C  4.675114  -2.693665  3.000468
N  7.819174  -4.230265  2.066198
C  8.662414  -5.186855  1.247158
C  7.347324  -4.623775  3.425148
H  6.037494  -5.611245  -0.478472
H  4.421514  -5.014125  -0.066902
H  5.663814  -5.216315  1.190308
H  6.728444  -3.389145  -1.992312
H  6.103604  -1.973945  -1.258332
H  4.959774  -3.331215  -1.685252
H  6.357804  -0.902695  4.196278
H  7.273584  -0.535725  2.722438
H  5.738494  -0.110615  2.643028
H  4.771074  -2.635355  4.084668
H  3.865764  -1.980065  2.846138
H  4.331734  -3.656065  2.621018
H  8.133974  -5.780845  0.501488
H  9.581534  -4.686445  0.942348
H  9.068294  -5.954555  1.905938
H  7.309754  -3.895285  4.235088
H  8.128454  -5.270725  3.824378
H  6.318584  -4.981925  3.386288
C  -4.672336  6.984395  3.784228
N  -4.823836  5.738895  2.927638
C  -6.092756  5.193925  2.849478
P  -3.556756  5.236245  1.876068
O  -3.336836  3.753805  1.870198
N  -3.851976  5.968665  0.289548
C  -2.956256  5.583615  -0.795382
C  -4.791856  7.027415  0.141628
N  -2.222116  6.188225  2.435768
C  -1.848156  7.535205  1.972198
C  -1.466946  5.721165  3.586788
H  -5.599656  7.287485  4.270338
H  -4.501176  7.830325  3.118498
H  -3.944856  6.936065  4.594498
H  -6.128076  4.361205  3.551918
H  -6.244946  4.648475  1.918118
H  -6.833796  5.910515  3.203668
H  -1.975576  5.845225  -0.397992
H  -2.994436  4.541025  -1.111042
H  -3.127296  6.159585  -1.704842
H  -4.749516  7.755665  0.951548
H  -4.650736  7.471135  -0.843912
H  -5.799366  6.615535  0.083428
H  -2.132346  7.744575  0.940938
H  -2.229696  8.352445  2.584288
H  -0.758156  7.536845  1.971678
H  -0.449526  5.483815  3.275948
H  -2.024136  4.896195  4.030698
H  -1.422776  6.482605  4.365478

Atomic forces in eV per Å
C 0.26 2.33 0.20
N -0.18 -0.96 -0.70
C -1.04 -0.26 -0.08
P 0.92 -2.05 0.44
O 0.49 -1.36 0.26
N -1.06 2.83 -0.76
C -0.91 -1.00 0.53
C 0.21 -0.30 -0.50
N 0.26 0.51 1.02
C 1.15 -0.82 0.67
C 1.48 0.22 -0.19
H -0.12 -0.83 -0.14
H 0.02 0.51 -0.05
H 0.04 -0.33 -0.38
H -0.47 0.12 -0.23
H -0.38 -0.71 0.37
H 0.48 0.67 -0.16
H -0.60 0.03 0.03
H 0.38 -0.03 0.21
H 0.46 0.68 0.56
H -0.68 -0.20 -0.36
H 0.14 0.74 0.59
H 0.06 0.07 -0.14
H -0.39 -0.31 0.06
H -0.02 0.12 -0.79
H 0.25 0.46 0.17
H 0.16 -0.17 0.54
H -1.04 -0.01 -0.79
H 0.21 0.14 -0.45
C -0.65 -0.11 -0.61
N 0.15 -0.50 -0.38
C -0.84 -0.42 -0.15
P 0.50 0.12 0.58
O -0.34 -0.66 1.02
N -0.35 0.99 -0.64
C 0.59 1.21 1.17
C 0.70 0.16 -1.44
N 0.04 1.41 1.58
C 0.15 -0.67 -1.61
C 0.56 -1.92 -0.05
H -0.17 -0.27 0.12
H -0.03 -0.11 -0.02
H 0.22 0.34 0.06
H -0.07 -0.04 0.10
H -0.08 0.09 0.79
H -0.05 0.20 -0.39
H -0.13 -0.32 -1.07
H 0.38 -0.25 0.06
H 0.10 0.14 -0.88
H -0.15 0.30 -0.22
H -0.25 0.11 0.65
H -0.08 -0.28 0.17
H -0.24 -0.19 -0.45
H 0.17 0.10 0.80
H 0.13 0.19 0.42
H -0.10 -0.24 -0.04
H -0.07 -0.02 0.32
H 0.10 0.28 -0.11
C 0.39 1.85 0.75
N -1.21 -1.81 -0.60
C -0.02 0.86 0.95
P -2.49 -1.09 0.34
O -0.48 0.85 -0.43
N 2.18 -1.37 0.09
C -0.51 1.16 1.55
C -0.29 -0.52 -0.32
N 1.97 1.47 -0.90
C 0.06 0.50 0.46
C 0.50 -0.77 -1.30
H -0.08 0.44 0.04
H 0.18 -1.01 -0.06
H -0.03 0.27 0.03
H 0.35 -0.04 -0.08
H 0.33 0.15 -0.43
H -0.45 -0.16 0.08
H -0.28 -0.75 -0.03
H 0.28 0.12 -0.96
H 0.34 0.21 0.18
H -0.13 0.30 0.11
H -0.03 -0.44 -0.09
H -0.34 -0.06 -0.26
H -0.48 -0.70 0.02
H 0.79 0.40 0.17
H -0.43 -0.26 0.36
H -0.19 0.17 -0.24
H 0.09 -0.31 0.49
H -0.09 0.48 -0.03
C -0.41 -1.27 0.30
N -1.47 0.52 -2.59
C -0.63 0.28 -1.76
P 0.64 -2.25 -0.55
O 1.23 -1.09 0.68
N -1.60 -0.18 -0.15
C -0.51 1.93 0.20
C -1.20 1.01 0.68
N 1.48 0.28 0.12
C -0.33 -0.48 -0.91
C 0.26 1.06 0.91
H 0.01 -0.19 -0.10
H 0.30 0.40 -0.03
H 0.28 0.55 0.35
H -0.81 0.40 0.68
H -0.08 0.36 -0.07
H 1.29 0.40 0.27
H 0.21 0.12 -0.02
H 0.38 -0.84 0.29
H 0.74 -1.07 0.16
H -0.37 0.04 0.29
H 0.14 0.15 -0.34
H 0.54 -0.65 0.65
H 0.14 0.67 -0.34
H 0.57 -0.32 0.30
H 0.24 -0.14 0.00
H -0.79 0.19 -0.08
H -0.35 0.32 0.41
H 0.02 -0.24 0.72
C -0.25 -0.26 -0.50
N 1.17 2.75 1.26
C 0.85 -1.19 -0.25
P -1.72 0.64 1.48
O 0.14 0.98 -0.13
N -1.77 -1.29 2.30
C -0.77 0.24 -1.84
C 0.11 -0.76 2.57
N 0.98 -1.06 -3.23
C -1.09 0.51 0.99
C 0.49 1.28 0.35
H 0.35 0.16 -0.48
H 0.48 -0.11 0.22
H 0.24 -0.04 0.64
H -0.06 -0.05 0.36
H -0.43 -0.14 0.65
H -0.23 1.04 -0.51
H -0.33 0.07 -1.05
H 0.11 -0.77 -0.67
H 0.49 0.09 -0.08
H -0.38 -0.29 -0.62
H 0.48 0.19 0.30
H 0.51 0.26 -0.43
H 0.65 0.77 -0.33
H 0.22 -1.19 -0.22
H -0.39 -0.21 -0.33
H 0.59 -0.02 0.43
H -0.35 -0.75 -0.33
H -0.28 -0.55 -0.31
C 0.36 -0.74 0.84
N -0.32 -0.75 -0.35
C -0.64 0.79 1.14
P 0.77 1.09 0.41
O -1.57 -0.41 -2.27
N 0.84 -0.65 -0.74
C 0.08 0.99 0.68
C 0.22 1.04 -2.31
N -0.12 -1.25 0.73
C 0.67 0.63 -1.20
C 1.00 1.37 0.36
H -0.15 0.05 0.45
H 0.05 -0.26 0.00
H -0.10 0.41 0.45
H -0.55 -0.57 0.53
H 0.76 0.56 -0.52
H -0.19 -0.29 -0.85
H 0.07 0.41 -0.09
H 0.60 -0.87 0.14
H -0.12 -0.31 0.21
H -0.81 0.09 0.17
H 0.62 0.06 0.39
H -0.34 -1.05 1.18
H -0.67 0.27 0.27
H 0.52 -0.39 -0.05
H -0.18 0.03 0.06
H -0.49 0.26 0.53
H 0.21 0.16 -0.23
H -0.48 -0.64 0.02
C 1.05 0.68 1.14
N 0.32 -0.49 0.38
C 0.35 0.85 1.24
P -2.17 -2.43 -0.08
O 0.38 1.05 0.06
N -0.94 -1.42 -1.03
C 1.28 0.73 -1.28
C 1.60 0.92 0.08
N -0.80 0.92 -0.11
C -0.14 0.49 1.86
C 0.70 -0.09 -0.55
H 0.00 -0.07 -0.23
H -0.10 0.33 -0.08
H -0.28 -0.49 0.00
H 0.03 -0.58 0.09
H -0.42 0.15 -0.26
H 0.11 0.29 -0.33
H -0.31 0.05 0.02
H 0.60 -0.49 0.35
H -1.08 0.01 0.61
H -0.07 -0.87 0.26
H 0.22 0.30 -0.70
H 0.52 -0.02 0.07
H -0.10 0.65 -0.40
H -0.44 0.20 -0.76
H -0.27 0.01 0.49
H 0.22 1.02 -0.69
H -0.58 -0.84 -0.16
H 0.20 -0.88 0.17
C -0.30 -0.40 -1.19
N 3.64 2.35 -0.18
C -1.29 -2.19 0.93
P 0.46 2.06 -0.28
O -0.30 1.75 -0.13
N 0.39 -2.24 2.32
C 0.41 0.52 0.55
C -0.89 -0.24 -0.54
N -1.47 -0.55 -0.85
C 0.22 -0.92 -0.33
C -0.60 0.19 -0.13
H -0.35 -0.71 -0.09
H 0.58 0.14 0.18
H 0.29 -0.27 -0.38
H -0.49 -0.28 0.49
H -0.53 0.72 -0.46
H -0.37 -0.10 -0.82
H 0.59 -0.43 -0.69
H -0.03 -0.10 0.41
H -0.19 0.28 0.20
H 0.05 0.22 -0.21
H 0.23 0.46 0.21
H -0.42 0.19 0.26
H -0.25 -0.30 0.04
H -0.01 -0.05 0.32
H 0.12 0.37 0.12
H 0.08 -0.37 0.26
H 0.50 -0.37 -0.08
H 0.06 0.28 0.03


This record from the OMol25 dataset describes the molecule C6H10O. The level of theory is the ωB97M-V functional and the def2-TZVPD basis.

Summary:
Relative energy (zero: lowest compared OMol25 entry of this formula, charge and spin) (kcal per mole): 49.11
LUMO (Ha): 0.03251
SMILES: C/C=C/C=C(/C)O
Orbital gap (eV): 8.88

Element x y z (Å)
C  1.311168  3.054317  -0.436657
C  1.076729  1.635280  -0.791099
C  -0.074491  0.976039  -0.598633
C  -0.023987  -0.548066  -0.537710
C  -0.576125  -1.344233  0.371109
C  -0.021290  -2.733397  0.633717
O  -1.663202  -1.087265  1.158950
H  1.535332  3.611267  -1.364684
H  0.484521  3.493615  0.111285
H  2.232910  3.161687  0.150687
H  1.986982  1.195079  -1.211694
H  -1.065199  1.277633  -0.903239
H  0.616220  -0.853202  -1.353799
H  -0.209783  -3.536489  -0.087504
H  -0.545465  -3.055852  1.547515
H  1.042343  -2.645651  0.856173
H  -1.999084  -0.197849  1.150890

Atomic forces in eV per Å
C 0.25 0.83 -1.14
C -0.19 0.37 0.37
C -0.01 -2.59 -1.14
C 0.32 2.19 -0.80
C 0.11 -0.87 -1.17
C -0.89 -0.01 0.93
O 0.46 -0.64 0.73
H -0.25 0.22 0.34
H -0.06 0.16 -0.09
H -0.29 -0.22 0.09
H -0.22 -0.81 0.86
H -0.36 1.48 1.33
H 0.60 -1.07 0.65
H 0.05 0.53 -0.25
H 0.40 -0.09 -0.15
H -0.08 -0.21 -0.14
H 0.17 0.73 -0.44